62
Properties=species:S:1:pos:R:3:forces:R:3 method="wB97M-V/def2-TZVPD" spin_multiplicity=3 charge=0 homo_ha="-0.209 / -0.266" homo_lumo_gap_ev="5.10 / 6.36" e_above_lowest_kj_mol=0.0 s_squared=2.02
O 1.38858 0.13652 -3.84556 -0.03 -0.57 -0.30
H 1.16681 -0.31430 -4.68838 0.17 0.53 0.84
Pt 0.58631 -0.29058 -0.52095 1.37 -0.83 0.83
N 0.71727 -2.11261 0.22819 0.26 1.45 0.16
N -0.74287 -1.20561 -1.66537 0.55 1.93 0.20
N 2.10097 0.48160 0.49862 0.27 1.65 -0.51
N 0.80339 1.50371 -1.34914 0.19 1.02 0.30
O 1.54806 -2.45718 1.14875 0.07 0.08 0.07
O 2.68603 -0.12034 1.55691 -0.15 -0.38 -0.06
O -0.16554 2.03258 -2.16350 0.43 -0.02 -0.33
O -1.42569 -0.57755 -2.54717 -0.14 -0.50 -0.27
C -0.89322 -2.54678 -1.40680 0.56 -1.85 1.63
C -0.13406 -3.02671 -0.32181 -1.66 -0.31 -1.66
C 2.49623 1.72267 0.19026 -0.07 -2.45 1.26
C 1.79330 2.29027 -0.91179 -2.12 -0.58 -1.04
C -0.18520 -4.34168 0.36856 -0.30 -0.71 -0.33
H -0.59262 -4.24618 1.38592 0.25 0.11 -0.20
H 0.81726 -4.77907 0.43910 -0.22 0.09 0.09
H -0.83248 -5.04432 -0.16144 0.10 0.08 0.00
C -1.87369 -3.31957 -2.21220 -0.24 -0.50 0.07
H -1.70695 -3.19803 -3.29236 -0.06 0.10 0.36
H -2.89843 -2.99880 -1.97664 0.19 0.00 -0.23
H -1.79635 -4.38538 -1.96818 -0.04 0.25 -0.11
C 3.48435 2.37701 1.07658 0.62 0.81 -0.06
C 2.01073 3.66165 -1.44395 0.18 0.51 -0.01
H 4.29897 1.70316 1.37170 -0.34 0.09 -0.14
H 3.02169 2.76321 2.00034 0.02 -0.26 -0.28
H 3.91777 3.23621 0.56132 0.06 -0.01 0.09
H 1.43131 3.83816 -2.35995 0.15 -0.18 0.39
H 3.07608 3.82196 -1.67023 -0.30 -0.07 0.09
H 1.72251 4.41049 -0.68765 0.05 -0.15 -0.28
H 2.33227 -1.08743 1.51689 0.00 0.39 -0.08
H -0.60021 1.24573 -2.59934 0.42 0.15 0.44
C 2.06761 -0.83743 -3.02742 0.79 0.01 -0.80
H 1.49275 -1.78821 -3.05145 0.51 0.44 0.39
H 2.17719 -0.44577 -1.98516 -0.06 -0.54 -1.46
H 3.08550 -0.98954 -3.42511 -0.26 -0.25 -0.01
O 4.93360 -2.60728 -1.39202 -0.10 0.33 0.09
H 5.04694 -1.66689 -1.19357 0.01 -0.27 -0.06
H 4.06307 -2.81447 -1.03267 0.03 -0.05 0.02
C -1.31604 -0.36697 2.13526 -0.45 0.36 -0.03
N -1.20382 0.50666 0.93609 -0.97 0.42 0.86
C -0.90541 1.88806 1.40066 -0.51 -0.29 0.10
N -1.96184 2.39646 2.28428 -0.24 -0.17 0.09
C -2.08078 1.48764 3.45208 -0.15 -0.20 -0.64
N -2.38230 0.09605 3.03576 -0.18 0.28 -0.03
C -3.66353 0.10996 2.28768 0.49 0.44 -0.15
N -3.59281 0.99139 1.09810 0.15 0.08 0.29
C -2.50884 0.50949 0.22520 -0.28 0.20 0.54
C -3.25096 2.36135 1.54682 0.29 -0.52 0.19
H -0.36452 -0.35934 2.68675 -0.16 -0.05 -0.26
H -1.55796 -1.39327 1.81928 0.20 0.27 -0.02
H -0.82561 2.55153 0.52852 0.02 -0.19 0.14
H 0.04434 1.88309 1.95649 -0.17 -0.05 -0.20
H -2.90611 1.84858 4.07989 0.26 -0.09 -0.04
H -1.13925 1.49623 4.01840 -0.23 0.02 -0.13
H -3.90518 -0.91226 1.96277 0.05 0.27 0.10
H -4.44991 0.49215 2.95164 0.13 -0.19 -0.13
H -2.46209 1.17293 -0.65114 0.18 -0.32 0.19
H -2.76148 -0.51529 -0.08690 0.25 0.31 -0.02
H -4.04210 2.71454 2.22078 0.15 0.00 -0.20
H -3.18307 3.01782 0.66828 -0.02 -0.14 0.23